Record 1
Computed, not measured: 3 unconnected molecules or ions with the total composition C22H28N2O10, with the ωB97M-V functional and the def2-TZVPD basis.

SMILES = COCCCCOC(=O)OCCOC(C)=O.O=[N+]([O-])c1ccccc1.O=[N+]([O-])c1ccccc1
Multiplicity = 1
Frontier orbital gap = 0.33322 hartree

XYZ file:
```
62
Properties=species:S:1:pos:R:3:forces:R:3:mulliken_charge:R:1
C -0.260638 3.223163 1.857145 0.140 -0.638 -0.313 -0.665
O 1.100810 2.873175 1.612131 -0.303 0.086 -0.052 -0.477
C 1.153284 2.189670 0.381369 0.475 -0.103 -0.772 -0.145
C 2.537372 1.572540 0.118748 -0.782 -0.813 0.458 -0.871
C 2.545045 0.045408 0.450757 0.699 0.635 -0.127 -0.587
C 2.668137 -0.844660 -0.812225 0.979 -0.065 0.776 -0.058
O 1.799318 -1.988603 -0.771239 0.566 0.941 -0.907 -0.356
C 0.572898 -1.811246 -1.295815 1.882 0.664 -1.094 0.524
O -0.344488 -2.187052 -0.720228 -3.791 -1.768 2.264 -0.380
O 0.439869 -1.284821 -2.552620 1.009 0.702 -0.228 -0.393
C 0.189448 0.122389 -2.603200 -0.208 0.100 -0.352 0.591
C -1.282000 0.510004 -2.798796 0.175 0.571 0.156 -0.627
O -2.195274 -0.158983 -1.939612 0.135 0.077 -0.844 -0.338
C -2.475944 0.533939 -0.799210 -1.503 1.787 -2.072 0.595
C -3.309609 1.810284 -0.856734 0.337 -0.388 -0.909 -0.851
O -2.125192 0.140851 0.227936 1.438 -1.789 3.766 -0.432
H -0.677648 3.676862 0.949683 -0.081 0.311 0.229 0.277
H -0.340658 3.876845 2.720073 0.181 0.100 -0.067 0.330
H -0.833526 2.304112 2.035325 -0.069 0.104 0.110 0.263
H 0.904002 2.870321 -0.454013 -0.111 0.111 0.266 0.372
H 0.409252 1.380930 0.371090 -0.109 0.093 0.043 -0.031
H 3.273721 2.103264 0.720023 0.017 0.062 -0.079 0.453
H 2.814082 1.656759 -0.934284 0.002 0.380 0.051 0.393
H 1.703602 -0.244640 1.081902 -0.111 0.020 -0.196 0.573
H 3.444163 -0.113855 1.050150 -0.122 -0.314 0.055 0.334
H 3.680531 -1.241551 -0.787697 -0.229 -0.181 -0.276 -0.198
H 2.603725 -0.261043 -1.731594 -0.387 -0.223 -0.070 0.387
H 0.620196 0.650589 -1.751937 -0.141 -0.241 0.227 -0.508
H 0.720282 0.498275 -3.483490 0.011 -0.026 0.032 0.380
H -1.566912 0.410165 -3.845771 -0.228 -0.459 0.126 0.375
H -1.341250 1.583474 -2.572631 0.195 -0.001 -0.286 0.259
H -4.260446 1.617474 -1.356260 0.030 0.071 0.007 0.369
H -2.770536 2.568459 -1.428123 -0.207 0.123 0.027 0.313
H -3.456845 2.150903 0.158511 -0.061 0.070 0.046 0.177
C 7.555998 -6.029902 -0.426161 0.007 -0.017 0.005 -0.437
C 6.702265 -5.255195 0.347350 0.090 -0.049 -0.095 -0.471
C 6.374710 -3.970811 -0.055587 -0.170 0.049 0.211 -0.269
C 6.905941 -3.479251 -1.235305 0.051 -0.284 0.106 0.164
C 7.763464 -4.237533 -2.012916 0.157 -0.020 -0.240 -0.412
C 8.088973 -5.520043 -1.602618 -0.074 -0.016 0.125 -0.416
N 6.541532 -2.126078 -1.678160 -0.030 0.169 -0.063 1.035
O 5.798833 -1.477532 -0.959812 0.310 -0.103 -0.135 -0.660
O 6.996332 -1.733169 -2.734415 -0.088 -0.050 0.199 -0.599
H 7.806086 -7.035252 -0.111654 0.000 0.022 -0.002 0.374
H 6.289079 -5.653932 1.264040 -0.010 0.038 -0.011 0.373
H 5.709714 -3.370468 0.548605 0.015 0.094 -0.125 0.455
H 8.177217 -3.844476 -2.930435 -0.098 0.127 0.040 0.445
H 8.756074 -6.124636 -2.202251 -0.008 0.036 -0.012 0.369
C -8.651994 0.917758 3.343222 -0.014 -0.010 0.011 -0.419
C -9.183057 1.717227 2.339720 0.087 -0.063 0.095 -0.408
C -8.366550 2.597926 1.649193 -0.208 0.086 -0.165 -0.400
C -7.022283 2.663405 1.971972 -0.177 -0.203 0.156 0.133
C -6.480593 1.877735 2.974313 0.235 -0.077 0.139 -0.298
C -7.303488 1.000972 3.662572 -0.133 0.018 -0.058 -0.454
N -6.147618 3.578904 1.225352 0.124 0.133 -0.085 1.077
O -6.654548 4.269095 0.361517 0.100 -0.124 0.140 -0.605
O -4.963515 3.588193 1.513035 -0.213 0.032 -0.041 -0.627
H -9.291360 0.226447 3.877535 0.011 0.019 -0.006 0.374
H -10.234374 1.651537 2.093538 0.021 0.027 -0.016 0.369
H -8.782475 3.218760 0.868753 0.159 0.045 -0.014 0.438
H -5.430670 1.937855 3.222917 -0.003 0.098 -0.129 0.450
H -6.892459 0.379063 4.446317 0.027 0.023 -0.021 0.371
```
Forces are in eV/Å.

Record 2
Computed, not measured: C22H28N2O3 in the gas phase, with the ωB97M-V functional and the def2-TZVPD basis.

SMILES = C=CCOc1ccc(CNc2ccc(NC(=O)CC(C)C)cc2)cc1OC
ΔE to the lowest compared entry with this formula, charge and spin = 307.05 kJ/mol
Multiplicity = 1
Frontier orbital gap = 0.29562 hartree

XYZ file:
```
55
Properties=species:S:1:pos:R:3:forces:R:3:mulliken_charge:R:1
C -1.740506 -6.349597 -1.992979 0.026 -0.061 0.040 -0.847
C -2.080627 -5.075731 -1.958606 -0.186 0.273 -0.136 0.120
C -1.960154 -4.142521 -3.130751 0.450 -0.138 -0.046 -0.622
H -0.985794 -3.629568 -3.107141 -0.160 -0.013 -0.053 0.307
H -2.022880 -4.703557 -4.067399 0.086 0.073 0.133 0.400
O -3.011178 -3.204180 -3.203426 -0.267 0.182 0.077 -0.459
C -3.043362 -2.164186 -2.324515 -0.191 0.099 -0.108 0.998
C -2.078016 -1.868090 -1.377127 -0.010 -0.182 -0.186 -0.538
C -2.215143 -0.766873 -0.544148 -0.133 0.113 0.054 -0.964
C -3.319846 0.058275 -0.643828 0.049 -0.055 0.106 0.189
C -4.292434 -0.227505 -1.599312 -0.081 -0.066 -0.054 -0.492
C -4.175078 -1.324465 -2.433495 0.058 -0.245 -0.166 0.950
O -5.078940 -1.683308 -3.388515 0.401 -0.130 0.169 -0.454
C -6.237657 -0.904247 -3.538121 -0.191 0.149 -0.010 -0.930
H -5.999644 0.124244 -3.831274 -0.008 -0.039 0.029 0.364
H -6.837190 -0.890115 -2.621378 0.034 0.012 -0.033 0.363
H -6.809860 -1.379515 -4.333327 0.003 0.070 0.060 0.230
H -5.151482 0.421497 -1.674035 -0.119 0.045 -0.045 0.351
C -3.445958 1.283683 0.230455 0.057 -0.095 -0.083 -1.319
N -2.444278 2.286109 -0.076477 -0.392 0.366 -0.307 -0.213
C -1.155183 2.258360 0.417894 0.353 0.108 0.226 0.825
C -0.823757 1.726895 1.666394 -0.206 0.048 -0.296 -0.454
C 0.463370 1.798746 2.158648 0.232 -0.017 0.089 -0.603
C 1.468222 2.413377 1.419718 -0.357 -0.107 -0.019 0.483
C 1.149023 2.952176 0.175746 0.018 -0.102 0.176 -0.809
C -0.135343 2.872558 -0.316091 -0.079 -0.084 0.036 -0.820
H -0.362975 3.295090 -1.285154 -0.016 0.042 -0.088 0.298
H 1.917181 3.434012 -0.414565 0.069 0.047 -0.065 0.322
N 2.793808 2.524338 1.865662 0.177 0.289 -0.309 -0.112
C 3.359386 2.048062 3.007630 0.466 0.384 -0.097 0.550
O 2.767839 1.419801 3.859651 -0.143 -0.209 0.182 -0.676
C 4.845142 2.352081 3.117526 -0.064 -0.396 0.178 -1.006
C 5.675667 1.112767 2.745716 0.130 0.150 -0.129 0.787
C 7.151561 1.362902 3.044690 -0.273 -0.112 0.045 -1.555
H 7.298119 1.595557 4.096678 0.072 0.045 0.113 0.381
H 7.524132 2.196831 2.452521 0.081 0.107 -0.072 0.350
H 7.741638 0.481775 2.803795 0.113 -0.063 -0.023 0.404
C 5.485443 0.745007 1.275984 -0.046 -0.129 0.295 -1.418
H 4.444295 0.512089 1.064661 -0.076 -0.034 -0.117 0.351
H 6.084261 -0.128218 1.027283 0.051 -0.079 -0.084 0.425
H 5.799865 1.565243 0.631893 0.038 0.111 -0.110 0.304
H 5.324637 0.280315 3.363954 -0.009 0.062 -0.003 0.266
H 5.129160 3.195092 2.484533 0.057 0.046 -0.024 0.287
H 5.049404 2.610408 4.157878 -0.067 0.074 -0.036 0.415
H 3.401593 3.013264 1.223466 -0.012 -0.107 0.242 0.149
H 0.696454 1.379261 3.122584 0.010 -0.011 0.030 0.533
H -1.577349 1.251959 2.274804 -0.070 -0.041 0.061 0.311
H -2.488859 2.590547 -1.040261 0.022 -0.066 0.131 0.244
H -3.356530 1.008397 1.281945 -0.111 0.077 -0.049 0.307
H -4.428030 1.744793 0.084736 0.055 -0.120 0.115 0.379
H -1.446951 -0.557108 0.184307 0.085 0.003 0.076 0.452
H -1.205487 -2.492044 -1.266851 0.063 -0.113 -0.034 0.340
H -2.481026 -4.631742 -1.057481 -0.022 -0.012 0.170 0.326
H -1.830091 -6.984426 -1.128611 -0.016 -0.077 0.193 0.266
H -1.348589 -6.808519 -2.885882 0.053 -0.073 -0.239 0.264
```
Forces are in eV/Å.